A:
Entry from the Open Molecules 2025 dataset: the molecule C6H8OS (ωB97M-V with the def2-TZVPD basis set).

Its structure (SMILES) is C=C1C=CSCOC1. As for the net charge: 0. Its LUMO energy is 0.68 eV. The calculation puts the HOMO-LUMO gap at 0.33111 Eh.

Geometry (Å):
C1 1.399 -1.966 0.173
C2 0.536 -0.951 0.058
C3 -0.788 -0.947 0.744
C4 -1.853 -0.148 0.543
S1 -1.958 1.184 -0.632
C5 -0.425 2.074 -0.172
O1 0.790 1.418 0.131
C6 0.961 0.311 -0.705
H1 1.102 -2.881 0.746
H2 2.317 -2.040 -0.351
H3 -0.864 -1.688 1.531
H4 -2.820 -0.411 0.994
H5 -0.292 2.654 -1.128
H6 -0.575 2.774 0.656
H7 2.013 0.212 -0.926
H8 0.458 0.407 -1.661

B:
Entry from the Open Molecules 2025 dataset: the molecule C6H8OS (ωB97M-V with the def2-TZVPD basis set).

Its structure (SMILES) is C[C@]12COC=C[C@@H]1S2. As for the net charge: 0. Its LUMO energy is 0.88 eV. The calculation puts the HOMO-LUMO gap at 0.35768 Eh.

Geometry (Å):
C1 -1.677 0.364 0.394
C2 -0.202 0.239 0.689
C3 0.526 1.461 0.267
O1 0.478 1.513 -1.177
C4 0.022 0.361 -1.935
C5 -0.093 -0.897 -1.490
C6 0.595 -0.842 -0.103
S1 0.306 -1.237 1.594
H1 -2.057 -0.618 0.196
H2 -2.207 0.952 1.187
H3 -1.786 0.924 -0.557
H4 1.506 1.421 0.693
H5 0.080 2.401 0.691
H6 -0.204 0.722 -2.946
H7 -0.758 -1.684 -2.114
H8 1.671 -0.543 -0.168

What should be chosen as the most stable of them? Choose A.

A:
Entry from the Open Molecules 2025 dataset: a 2-piece molecular cluster, C5H4INO overall (ωB97M-V with the def2-TZVPD basis set).

As for the net charge: 0. Its LUMO energy is 0.43 eV. The calculation puts the HOMO-LUMO gap at 0.33988 Eh.

Geometry (Å):
C1 -0.896 -1.177 0.325
C2 0.450 -1.635 -0.028
C3 -1.097 0.042 -0.293
C4 0.874 -0.658 -0.884
C5 1.239 2.229 1.360
N1 0.120 2.399 1.083
O1 0.006 0.363 -1.003
I1 2.769 -0.287 -1.720
H1 -1.727 -1.723 0.642
H2 1.019 -2.520 0.167
H3 -1.986 0.668 -0.390
H4 -0.772 2.299 0.742

B:
Entry from the Open Molecules 2025 dataset: a 2-piece molecular cluster, C5H4INO overall (ωB97M-V with the def2-TZVPD basis set).

As for the net charge: 0. Its LUMO energy is -1.48 eV. The calculation puts the HOMO-LUMO gap at 0.32844 Eh.

Geometry (Å):
C1 -1.007 1.851 0.697
C2 -0.180 -0.072 -1.182
C3 1.163 -0.105 -0.463
C4 0.380 -0.710 0.755
C5 -0.950 -0.255 0.156
N1 -0.839 2.926 0.991
O1 -0.480 -0.149 -2.336
I1 -2.864 -1.139 0.333
H1 1.905 -0.880 -0.957
H2 1.746 0.855 -0.400
H3 0.243 -1.777 0.649
H4 0.883 -0.547 1.756

What should be chosen as the most stable of them? Choose A.

A:
Entry from the Open Molecules 2025 dataset: C4H12NO3 as an isolated structure (ωB97M-V with the def2-TZVPD basis set).

As for the net charge: +1. Its LUMO energy is -3.24 eV. The calculation puts the HOMO-LUMO gap at 0.39242 Eh.

Geometry (Å):
C1 0.692 -0.723 -2.568
C2 -0.084 -1.331 1.891
C3 -0.502 2.112 1.296
C4 -0.167 -0.049 -0.115
N1 0.836 0.033 -1.308
O1 -1.210 -0.778 -0.465
O2 0.531 -0.368 0.997
O3 -0.759 1.620 0.040
H1 1.469 -0.557 -3.358
H2 0.708 -1.852 -2.346
H3 -0.330 -0.512 -3.002
H4 -1.109 -1.467 1.657
H5 -0.045 -0.890 2.932
H6 0.487 -2.263 1.777
H7 -0.863 1.430 2.205
H8 -0.815 3.086 1.436
H9 0.608 2.164 1.337
H10 1.765 -0.258 -0.875
H11 0.801 1.088 -1.511
H12 -2.010 -0.487 -0.021

B:
Entry from the Open Molecules 2025 dataset: an isolated ion of composition C4H12NO3 and charge +1 (ωB97M-V with the def2-TZVPD basis set).

Its structure (SMILES) is C[NH2+]C(O)(O)[C@H](C)O. As for the net charge: +1. Its LUMO energy is -3.14 eV. The calculation puts the HOMO-LUMO gap at 0.43037 Eh.

Geometry (Å):
C1 1.600 -1.278 -0.400
N1 0.969 -0.038 -0.943
C2 0.507 0.965 0.185
O1 0.845 2.265 -0.149
O2 1.003 0.733 1.367
C3 -1.062 0.785 0.265
C4 -1.634 -0.483 0.915
O3 -1.499 0.887 -1.072
H1 1.290 -2.004 -1.156
H2 2.621 -1.303 -0.255
H3 1.296 -1.385 0.553
H4 0.192 -0.249 -1.478
H5 1.778 0.320 -1.420
H6 0.448 2.365 -1.023
H7 1.464 1.394 1.858
H8 -1.480 1.751 0.701
H9 -1.097 -1.442 0.453
H10 -2.758 -0.359 0.843
H11 -1.373 -0.362 2.043
H12 -2.186 0.315 -1.315

C:
Entry from the Open Molecules 2025 dataset: a 2-piece molecular cluster, C4H12NO3 overall (ωB97M-V with the def2-TZVPD basis set).

As for the net charge: +1. Its LUMO energy is -3.47 eV. The calculation puts the HOMO-LUMO gap at 0.31210 Eh.

Geometry (Å):
C1 -1.981 -1.610 0.456
C2 2.194 1.416 0.570
C3 -1.791 -0.230 0.845
C4 0.271 0.131 -0.525
N1 1.705 0.081 0.203
O1 -2.401 0.802 0.397
O2 0.228 -1.117 -1.172
O3 0.250 1.211 -1.352
H1 -1.175 -2.260 0.619
H2 -2.254 -1.744 -0.540
H3 -2.952 -1.901 0.774
H4 3.275 1.300 0.960
H5 2.199 2.104 -0.292
H6 1.577 1.719 1.407
H7 -1.418 -0.063 1.895
H8 1.595 -0.438 1.105
H9 2.392 -0.323 -0.546
H10 -2.752 0.893 -0.543
H11 0.155 -1.109 -2.167
H12 0.883 1.135 -2.094

What should be chosen as the most stable of them? Choose B.

A:
Entry from the Open Molecules 2025 dataset: a 2-piece molecular cluster, C4H12N2 overall (ωB97M-V with the def2-TZVPD basis set).

As for the net charge: -1. Its spin multiplicity is 2. Its LUMO energy (spin up / spin down) is 3.79 / 2.61 eV. Its expectation value of S² is 0.7615. The calculation puts the HOMO-LUMO gap (spin up / spin down) at 0.17448 / 0.12500 Eh.

Geometry (Å):
C1 1.254 2.058 -1.071
C2 -2.157 -1.670 -0.110
C3 -0.784 -2.104 -0.092
C4 0.148 0.110 0.935
N1 -0.141 -1.254 1.313
N2 1.770 2.315 0.237
H1 1.343 0.954 -1.361
H2 0.180 2.407 -1.187
H3 -2.693 -1.844 0.746
H4 -2.510 -1.209 -0.984
H5 -0.131 -1.768 -0.987
H6 -0.401 -3.127 0.132
H7 0.408 0.881 1.692
H8 0.992 0.185 0.305
H9 -0.699 0.509 0.307
H10 -1.143 -1.144 1.528
H11 2.752 1.957 0.336
H12 1.810 2.743 -1.738

B:
Entry from the Open Molecules 2025 dataset: a 2-piece molecular cluster, C4H12N2 overall (ωB97M-V with the def2-TZVPD basis set).

As for the net charge: -1. Its spin multiplicity is 2. Its LUMO energy (spin up / spin down) is 4.22 / 4.09 eV. Its expectation value of S² is 0.7512. The calculation puts the HOMO-LUMO gap (spin up / spin down) at 0.10541 / 0.34311 Eh.

Geometry (Å):
C1 0.295 1.684 -1.349
C2 1.548 0.859 -1.102
N1 1.454 -0.168 -0.001
H1 -0.679 1.174 -1.308
H2 0.454 2.102 -2.354
H3 0.157 2.534 -0.720
H4 2.399 1.446 -0.851
H5 1.854 0.287 -1.984
H6 0.468 -0.399 0.247
H7 2.008 -0.931 -0.266
C3 -2.402 -1.008 0.635
C4 -1.293 -0.723 1.297
N2 -0.275 -1.723 1.680
H8 -2.752 -2.072 0.474
H9 -2.909 0.004 0.074
H10 -0.972 0.269 1.619
H11 0.641 -1.716 1.161
H12 0.003 -1.620 2.748

What should be chosen as the most stable of them? Choose B.